DFT (wB97M-V/def2-TZVPD) results for the molecule C5H9N.

Element x y z (Å)
C  1.058122  1.017248  0.976721
C  0.739739  1.808272  -0.263740
C  -0.118847  0.645566  0.129548
N  -0.016567  -0.554625  -0.663458
C  -1.253057  -1.278656  -0.890197
C  -0.229180  -1.807357  0.041925
H  1.912612  0.347679  0.940555
H  0.866599  1.463806  1.948491
H  0.342853  2.813911  -0.159416
H  1.381733  1.647454  -1.124354
H  -1.109084  0.868680  0.536415
H  -2.160595  -0.873799  -0.440592
H  -1.387653  -1.713406  -1.877811
H  0.416958  -2.627691  -0.262985
H  -0.443633  -1.757083  1.108898

Atoms 1-2, force components in eV/Å:
C 0.10 -0.07 0.17
C -0.01 0.13 -0.15

## Properties
ΔE to the lowest compared entry with this formula, charge and spin = 2.1872 eV
SMILES = C1CC1N1CC1
DFT total energy = -250.58657 Eh
LUMO level = 1.32 eV



DFT (wB97M-V/def2-TZVPD) results for a structure of composition CHBr2FS.

Element x y z (Å)
C  -1.325247  -0.054152  -0.651936
F  -0.210734  -0.065420  0.054703
S  -1.717680  -1.224106  -1.647077
Br  3.131058  0.238336  0.982405
Br  -2.128706  1.581491  -0.629091
H  2.251308  -0.476149  1.890994

Atoms 1-2, force components in eV/Å:
C 0.80 -0.66 -1.12
F 0.00 0.06 0.58

## Properties
ΔE to the lowest compared entry with this formula, charge and spin = 0.2646 eV
DFT total energy = -5684.75044 Eh
LUMO level = -0.60 eV



DFT (wB97M-V/def2-TZVPD) results for a cluster of 2 separate species, C12H17NS in total.

Element x y z (Å)
C  2.933919  -1.020873  -0.403687
C  2.259274  -2.341419  -0.126119
C  1.530533  -0.006690  -2.688741
S  1.940149  0.387799  -1.012412
H  3.725551  -0.838593  0.355832
H  3.532504  -1.163048  -1.288800
H  1.498093  -2.527675  -0.756985
H  1.731583  -2.433307  0.872746
H  0.983764  -0.841524  -2.967761
H  0.614863  0.715955  -3.082583
H  2.347706  0.310128  -3.202013
H  2.919603  -3.247055  0.004835
C  -0.745959  3.239209  1.762480
C  -0.961165  -0.373280  0.706310
C  -1.278751  0.950327  0.428308
C  -0.520141  1.713380  1.490272
C  0.258237  0.790859  2.195611
C  -2.917508  -1.178483  -0.535574
C  -1.708053  -1.447914  0.168936
C  -3.231346  0.122864  -0.915468
C  -2.370718  1.122384  -0.452538
N  -0.018870  -0.515435  1.724348
H  -3.571611  -2.032985  -0.943394
H  -1.459381  -2.479580  0.360737
H  -4.134136  0.483133  -1.592658
H  -2.498724  2.109430  -0.662452
H  0.365350  -1.294526  1.995804
H  1.035532  1.066299  2.995736
H  -1.762176  3.421353  1.886454
H  -0.265616  3.830544  0.953488
H  -0.232504  3.478723  2.729287

Atoms 1-2, force components in eV/Å:
C 1.16 -0.65 -0.89
C 1.25 -0.82 4.23

## Properties
ΔE to the lowest compared entry with this formula, charge and spin = 3.5372 eV
SMILES = Cc1c[nH]c2ccccc12.CCSC
DFT total energy = -920.28748 Eh
LUMO level = 0.80 eV



DFT (wB97M-V/def2-TZVPD) results for a cluster of 7 separate species, C30H66F6N6O6P in total.

Element x y z (Å)
P  -1.043277  -1.821117  -1.726396
F  -1.088362  -3.281741  -0.967854
F  0.025100  -1.343416  -0.675926
F  0.155572  -2.154729  -2.813959
F  -1.138077  -0.339840  -2.475691
F  -2.239908  -2.315596  -2.740671
F  -2.143110  -1.327219  -0.620647
C  1.764520  0.369421  -3.742563
C  1.873824  1.550757  -2.757814
C  3.346623  1.793126  -2.254707
C  3.949579  0.610886  -1.682092
N  4.336734  -0.336543  -1.174015
H  2.507449  0.495575  -4.530118
H  0.844065  0.398171  -4.325697
H  2.002732  -0.525943  -3.168380
H  1.104468  1.413035  -1.998063
H  1.473561  2.399118  -3.312958
H  3.382210  2.370992  -1.331179
H  3.932622  2.314946  -3.011293
C  -1.808963  0.960804  -7.099158
C  -2.476018  0.685992  -5.728374
C  -2.333936  -0.671216  -5.113076
C  -3.010588  -1.674686  -5.971540
N  -3.536272  -2.500591  -6.625156
H  -0.750002  1.195145  -6.990559
H  -2.389696  1.777010  -7.528867
H  -2.046059  0.190787  -7.833288
H  -3.514604  0.891333  -5.987760
H  -2.297341  1.506908  -5.033925
H  -2.922456  -0.698631  -4.196024
H  -1.308514  -0.859140  -4.794813
C  2.042348  -4.818217  -1.079920
C  3.269276  -4.156568  -1.920409
C  4.744897  -4.463793  -1.572808
C  4.879831  -4.843512  -0.147881
N  4.970273  -5.225700  0.908324
H  2.037225  -5.835798  -1.470550
H  1.176748  -4.242202  -1.407089
H  2.178610  -4.771233  0.000514
H  3.227317  -3.096793  -1.668982
H  3.068364  -4.079073  -2.988920
H  5.535333  -3.778083  -1.877939
H  5.079567  -5.392316  -2.035330
C  -3.485715  -0.248481  5.101078
O  -2.519617  -0.799315  4.119822
C  -3.144003  -1.174880  2.877209
C  -2.755125  -2.529644  2.457589
N  -1.300939  -2.574676  2.218493
C  -0.836861  -3.910344  2.291268
C  0.741557  -4.018408  2.457208
O  1.091590  -2.969980  3.405889
C  2.295092  -3.268922  4.134792
H  -2.851873  0.235088  5.844394
H  -4.105157  -0.971557  5.631687
H  -4.141740  0.532407  4.716427
H  -3.021271  -0.381116  2.140340
H  -4.206597  -1.330162  3.064010
H  -3.223147  -2.744749  1.496977
H  -3.120053  -3.107793  3.306509
H  -1.253856  -2.465823  1.215478
H  -1.072399  -4.494199  1.401474
H  -1.343626  -4.393810  3.126457
H  1.081665  -3.795951  1.445812
H  1.039979  -5.031005  2.728691
H  2.439096  -4.305370  4.439981
H  2.184665  -2.579395  4.971727
H  3.264042  -3.025076  3.699180
C  -3.763392  1.498369  -0.825707
O  -3.201856  2.814539  -1.015799
C  -2.863566  3.410113  0.247439
C  -1.621145  4.329775  0.044203
N  -0.552245  3.563045  -0.550467
C  0.658460  4.496758  -0.713640
C  0.465256  5.347170  -2.103769
O  0.071138  4.525463  -3.240734
C  -0.459230  5.243486  -4.255665
H  -3.166260  0.883246  -0.152534
H  -4.015055  0.968776  -1.744563
H  -4.799514  1.475184  -0.488042
H  -2.668724  2.801810  1.130668
H  -3.788261  3.916018  0.525110
H  -1.438871  4.752695  1.032138
H  -1.899498  5.160864  -0.603789
H  -0.742653  3.215975  -1.479644
H  1.520870  3.873772  -0.950786
H  1.012795  5.213104  0.027574
H  1.477789  5.741534  -2.189432
H  -0.304543  6.091429  -1.899812
H  -0.873467  4.633310  -5.058268
H  0.188349  5.944068  -4.782845
H  -1.275113  5.908165  -3.971690
C  1.576611  -0.235168  6.148489
O  1.302182  -0.403129  4.771549
C  2.344847  0.182452  4.044366
C  2.250109  -0.165143  2.508990
N  0.913861  -0.526421  2.039602
C  0.254924  0.750091  1.484640
C  0.091026  1.885721  2.566555
O  -0.451283  1.194884  3.761254
C  -0.587267  2.057272  4.939153
H  0.703072  -0.406449  6.777515
H  1.913997  0.752822  6.461786
H  2.340562  -0.889198  6.568871
H  3.320877  0.001974  4.494808
H  2.300079  1.271173  4.072403
H  2.811151  -1.097536  2.445922
H  2.766885  0.543100  1.861350
H  1.071186  -1.008969  1.166399
H  -0.728996  0.572530  1.050493
H  0.807081  1.069476  0.600781
H  -0.629886  2.617079  2.201166
H  1.078807  2.328922  2.692890
H  -1.373956  2.666982  4.494767
H  0.297950  2.583474  5.296389
H  -0.952461  1.428243  5.750975

Atoms 1-2, force components in eV/Å:
P -1.83 0.43 -2.08
F 0.61 0.16 -0.87

## Properties
<S²> = 0.757
DFT total energy = -2902.97082 Eh
LUMO level (spin up / spin down) = 0.31 / -4.09 eV
Spin multiplicity = 2



DFT (wB97M-V/def2-TZVPD) results for a structure of composition C9H10ClN2O.

Element x y z (Å)
C  -0.791420  -1.707960  2.667850
C  -1.531863  -1.751737  1.501934
C  0.112550  -0.705229  2.945346
C  -1.389666  -0.660887  0.610039
C  0.297570  0.285476  2.038633
C  -0.423717  0.364285  0.821963
C  -0.181901  1.992171  -2.433428
C  -0.147564  1.207727  -0.263132
C  1.747957  -0.348365  -2.133877
N  0.206340  3.013063  -1.581118
N  -0.497267  0.982816  -1.608618
O  0.411558  2.441316  -0.247374
Cl  1.642220  0.749824  -3.380695
H  -0.731105  -2.519668  3.354443
H  -2.319017  -2.462745  1.509083
H  0.717021  -0.601373  3.861829
H  -2.058207  -0.761677  -0.200004
H  0.971814  1.069181  2.102659
H  -0.764689  2.127556  -3.264423
H  1.547164  -1.288697  -2.493220
H  2.427263  -0.433121  -1.266123
H  1.012493  3.553667  -1.809416
H  -0.578368  0.009521  -1.907688

Atoms 1-2, force components in eV/Å:
C 1.11 -0.56 0.28
C 0.63 2.49 0.67

## Properties
ΔE to the lowest compared entry with this formula, charge and spin = 5.4654 eV
Net charge = +1
DFT total energy = -993.41956 Eh
LUMO level (spin up / spin down) = -5.05 / -4.89 eV



DFT (wB97M-V/def2-TZVPD) results for a cluster of 2 separate species, C4H10FNO3S in total.

Element x y z (Å)
O  -1.126950  -1.104505  1.974310
S  -1.934280  -0.206702  1.253556
O  -2.603050  0.920670  1.772672
F  -2.996072  -1.043831  0.485009
N  -1.051713  0.366923  -0.136681
C  -0.769128  -0.621706  -1.256219
C  0.606455  -1.232362  -0.957554
C  1.263102  -0.324286  0.096643
C  0.391035  0.890786  0.264888
H  -1.629986  1.139365  -0.472557
H  -0.766418  -0.009942  -2.156307
H  -1.575077  -1.345118  -1.322077
H  0.479724  -2.244298  -0.575652
H  1.178509  -1.279365  -1.881502
H  2.206978  0.183115  -0.181698
H  1.396834  -0.841535  1.043828
H  0.620893  1.675275  -0.451625
H  0.345277  1.328343  1.256668
O  2.715758  1.910470  0.223261
H  3.248111  1.838702  1.021036

Atoms 1-2, force components in eV/Å:
O -0.06 0.10 -0.08
S 0.08 -0.03 -0.20

## Properties
ΔE to the lowest compared entry with this formula, charge and spin = 3.4015 eV
DFT total energy = -936.77949 Eh
LUMO level = -0.40 eV



> Which of these has the highest DFT total energy?

C5H9N